# 1
Entry from the Open Molecules 2025 dataset: the molecule C9H15N3O at a distorted geometry (the ωB97M-V functional and the def2-TZVPD basis).

```
! RIJCOSX wB97M-V def2-TZVPD def2/J DEFGRID3
* xyz 0 1
O -1.7562 2.6309 -0.1134
N -0.7664 0.4850 0.1559
N 0.4598 2.3167 -0.3822
N 0.9710 -1.2838 0.3886
C -2.7425 0.3842 1.3993
C -0.7920 1.8690 -0.0880
C 1.3948 1.2829 -0.1577
C 0.5613 0.0226 0.1853
C -1.5476 -1.7839 -1.6900
C -1.9640 -0.2118 0.2761
C 2.8216 1.6146 -0.4121
C -2.1221 -1.3721 -0.3814
C 2.3432 -1.6512 0.7611
H -1.2070 -2.7955 -1.6333
H 3.0283 2.1737 -1.3979
H -2.1400 -1.5779 -2.6026
H -0.5651 -1.1737 -1.6672
H -3.6323 -0.1978 1.4385
H 0.2017 -1.5815 0.9596
H 3.4551 0.6260 -0.4889
H -2.2255 0.2271 2.2392
H -2.9739 -1.8854 -0.1797
H 0.7845 3.2334 -0.3357
H 2.6648 -1.5852 1.8233
H -2.9617 1.5131 1.0764
H 3.3418 2.2784 0.3987
H 2.9677 -1.0209 0.1285
H 2.4010 -2.5369 0.2996
*
```

- LUMO level: 0.745 eV
- HOMO level: -0.2431 Ha
- Energy above the lowest of the compared OMol25 structures with the same formula, charge and spin: 2.006 eV
- Structure (SMILES): C/C=C(/C)n1c(NC)c(C)[nH]c1=O

---

# 2
Entry from the Open Molecules 2025 dataset: a cluster of 8 separate species, C44H54F8N2O26S in total at a distorted geometry (the ωB97M-V functional and the def2-TZVPD basis).

```
! RIJCOSX wB97M-V def2-TZVPD def2/J DEFGRID3
* xyz 0 1
S 2.8389 0.5489 -0.2625
F -6.1710 -2.8261 -4.4396
F 8.0342 0.3361 3.7681
F 2.3652 5.6475 -8.0019
F -0.4193 4.8152 -4.4702
F -6.8767 -1.5507 0.0196
F 3.7409 -2.6238 -0.4619
F 6.5224 -2.9470 6.4249
F -6.7685 -6.8124 -1.3806
O -7.4019 -1.9990 -2.7492
O 3.8848 -4.2713 4.6814
O 0.5843 4.4334 -8.6421
O 3.4497 0.7400 3.5227
O -0.9956 4.9710 -0.0777
O 7.9141 -0.0118 5.9877
O 1.2844 2.3931 -7.9808
O 3.3958 4.0401 -0.2751
O -5.8639 -5.6210 1.7068
O 6.4326 1.6014 6.5251
O -3.5147 0.5659 1.9726
O 3.8686 0.0545 0.6852
O -7.8519 -4.8296 2.4263
O -2.0183 6.1182 -1.7294
O -0.5316 4.4996 -2.2483
O 2.1490 -0.6800 -1.1317
O -4.9909 -0.8702 1.0386
O -7.6518 -5.6514 0.3311
O 7.4535 0.4225 8.1576
O 2.6542 -2.4108 4.3400
O -5.6710 1.1721 1.7152
O -8.6886 -0.5269 -1.6161
O 3.5919 1.3317 -1.2750
O -0.6185 2.5966 -9.1782
O 4.5274 -2.3182 5.6004
O -8.4738 -0.3519 -3.8565
N -0.6363 1.0375 1.8447
N 0.3623 -2.1987 -1.2546
C -7.1871 -5.3225 1.5712
C -6.4051 -0.8915 1.1035
C -2.7576 -3.3796 2.9436
C 1.3913 -1.6192 -0.3216
C -1.1642 5.1789 -1.2396
C 0.3272 3.0925 -8.6532
C -6.7718 0.5594 1.0529
C 5.2415 -3.3477 6.2580
C -4.6193 0.3145 1.6081
C 1.1158 2.8669 -0.3068
C 2.3812 -2.8612 -0.0187
C -8.2305 -0.9194 -2.6414
C 0.2794 0.6197 0.7337
C 2.0482 2.2290 1.9825
C -0.6392 0.6777 -0.5760
C 2.4265 -3.3381 1.4581
C -2.9209 -2.7707 1.5700
C 7.1787 0.2939 4.8180
C 2.2998 3.3248 -7.6240
C 5.1537 -4.4890 5.2917
C 1.5628 1.6132 0.6165
C 0.1278 -1.0382 -3.5279
C -1.8354 6.1469 -3.1397
C 1.9811 4.1743 -0.1169
C 1.5557 4.6251 -7.6334
C -1.7961 -1.9916 0.9617
C 1.7324 -3.1467 -3.2277
C -6.5017 -5.8479 -0.4663
C 3.6017 -2.9508 4.8264
C 7.2843 0.6512 7.0009
C -5.4765 -6.3107 0.5236
C -1.4501 -3.1188 3.6581
C -0.4784 -1.7547 1.6165
C -7.6440 -1.0239 -4.7975
C 0.7250 -0.9246 0.9540
C -7.3943 -2.3378 -4.1215
C -0.3244 -2.3274 3.0355
C 0.7167 -2.1239 -2.5048
C -1.3193 1.0674 -1.5216
C 2.1233 1.2991 3.2604
C 3.9417 5.2156 -0.9146
C 6.6198 1.6508 5.1141
C 5.5232 5.2897 -0.8188
C -1.2720 4.7863 -3.4161
H -2.0263 4.0104 -3.5726
H 1.3235 0.5104 3.3520
H -1.1413 6.9501 -3.4003
H 2.0621 -3.7695 -0.6261
H 1.1003 2.6138 -1.4030
H -2.7807 6.3196 -3.6542
H 0.6500 -2.1491 3.5998
H -6.7273 -0.4485 -4.9497
H 0.3281 -1.3344 -4.6025
H 6.4225 -0.4768 4.6473
H 5.9450 4.9570 0.1735
H -0.9983 -1.0384 -3.3383
H 0.0865 3.1490 0.0884
H 7.3168 2.4566 4.8690
H 3.6772 5.2645 -2.0196
H 3.5305 6.1178 -0.3426
H 6.0111 4.7082 -1.6688
H 1.4981 -0.8520 1.7920
H 1.0609 4.8674 -6.6891
H -1.6079 0.8136 1.5711
H 2.7205 3.0918 -6.6457
H 0.5492 -0.0233 -3.2557
H 2.7728 -2.7127 -3.1522
H -6.8396 0.9404 0.0311
H 1.3187 3.0623 2.2559
H -4.4615 -6.0436 0.2284
H 5.9345 -4.4548 4.5278
H -3.5810 -4.0026 3.4134
H 1.3769 -3.3343 -4.2808
H -8.1567 -3.0967 -4.3165
H -1.9535 -1.5824 -0.0740
H -1.7080 1.4392 -2.5078
H 3.2614 -4.1171 1.5305
H -8.1500 -1.1375 -5.7562
H -7.7080 0.7714 1.5687
H 5.1902 -5.4589 5.7873
H 4.7868 -3.5455 7.2321
H 3.1016 2.6394 1.8210
H 3.2516 -0.2015 3.7282
H -0.6427 2.0691 1.9066
H 1.6225 4.9259 -0.9027
H 3.1003 3.2930 -8.3674
H -1.2954 -3.5511 4.6863
H 1.7989 4.7004 0.8837
H 1.4768 -3.9153 1.7015
H 2.6838 -2.5387 2.2176
H 5.6763 1.8336 4.5985
H -5.5186 -7.3883 0.7012
H 5.8371 6.3777 -0.9725
H -6.2458 -4.9155 -0.9774
H -3.8707 -2.9159 0.9761
H -6.7231 -1.4050 2.0152
H 1.9470 1.9944 4.1559
H 1.6559 -4.1333 -2.6725
*
```

- LUMO level: -0.203 eV
- HOMO level: -0.2839 Ha
- Energy above the lowest of the compared OMol25 structures with the same formula, charge and spin: 5.099 eV
- Structure (SMILES): C#C[C@@]1(N)[C@@H](c2ccccc2)[C@](N=C(C)C)([C@H](C)F)OS(=O)(=O)[C@@]1(CCO)CCOCC.O=C1OC[C@@H](F)O1.O=C1OC[C@@H](F)O1.O=C1OC[C@@H](F)O1.O=C1OC[C@@H](F)O1.O=C1OC[C@@H](F)O1.O=C1OC[C@@H](F)O1.O=C1OC[C@@H](F)O1

---

# 3
Entry from the Open Molecules 2025 dataset: the molecule C5H5N3O at a distorted geometry (the ωB97M-V functional and the def2-TZVPD basis).

```
! RIJCOSX wB97M-V def2-TZVPD def2/J DEFGRID3
* xyz 0 1
O -1.8713 -1.0938 0.1912
N 0.3979 -1.4380 0.1646
N 0.6516 1.4290 0.0074
N -1.7563 1.1793 0.3956
C 1.5268 0.6734 0.5954
C -0.6150 0.9730 -0.4265
C -0.6513 -0.8617 -0.5363
C -2.3019 0.0765 0.6032
C 1.3294 -0.7927 0.6929
H -0.8720 1.2171 -1.4880
H -3.2107 -0.0422 1.0418
H 2.4187 1.1874 0.8806
H 1.9656 -1.3793 1.3745
H -0.8029 -1.2723 -1.6216
*
```

- LUMO level: -0.509 eV
- HOMO level: -0.3094 Ha
- Energy above the lowest of the compared OMol25 structures with the same formula, charge and spin: 2.879 eV
- Structure (SMILES): C1=N[C@@H]2N=CO[C@@H]2N=C1

---

# 4
Entry from the Open Molecules 2025 dataset: the molecule C2H5NS2 at a distorted geometry (the ωB97M-V functional and the def2-TZVPD basis).

```
! RIJCOSX wB97M-V def2-TZVPD def2/J DEFGRID3
* xyz 0 1
S 0.2419 1.0614 -0.2553
S -3.1523 0.5799 0.1729
N -1.8253 -0.6045 -0.4238
C -0.6154 -0.3917 -0.2443
C 1.6263 -0.0570 0.0447
H 2.6716 0.5451 0.1898
H 1.2525 -0.7559 0.8919
H 0.0209 -1.1585 -0.5376
H 2.2908 -0.8798 -0.6543
H -2.5109 1.6611 0.8159
*
```

- LUMO level: 0.296 eV
- HOMO level: -0.3229 Ha
- Energy above the lowest of the compared OMol25 structures with the same formula, charge and spin: 3.905 eV
- Structure (SMILES): CS/C=N\S

---

# 5
Entry from the Open Molecules 2025 dataset: the molecule C2H3BrN4 at a distorted geometry (the ωB97M-V functional and the def2-TZVPD basis).

```
! RIJCOSX wB97M-V def2-TZVPD def2/J DEFGRID3
* xyz 0 3
Br -2.3695 -0.8101 -0.0613
N -0.8874 0.1955 0.3155
N -0.7320 2.6421 0.3415
N 0.4086 -1.7280 0.5405
N 1.1909 0.0236 -0.7038
C -0.8770 1.5052 0.2827
C 0.3370 -0.5798 0.1085
H -0.3122 -2.0542 1.1736
H 1.0502 1.0439 -1.0233
H 2.1915 -0.2382 -0.9741
*
```

- LUMO level (alpha / beta): 0.581 / -3.501 eV
- HOMO level (alpha / beta): -0.2513 / -0.3684 Ha
- Energy above the lowest of the compared OMol25 structures with the same formula, charge and spin: 1.458 eV
- Expectation value of S²: 2.0159

---

# 6
Entry from the Open Molecules 2025 dataset: the molecule C5H6O at a distorted geometry (the ωB97M-V functional and the def2-TZVPD basis).

```
! RIJCOSX wB97M-V def2-TZVPD def2/J DEFGRID3
* xyz 0 1
O -0.6738 -1.3186 -1.8390
C -0.6640 -0.2547 2.4886
C 0.2600 -0.4711 -1.4537
C 0.0146 0.1134 1.5442
C 0.0104 0.7434 -0.8648
C 0.8037 0.6153 0.4951
H 0.7928 1.7195 -0.5471
H -1.4079 -1.1768 -1.2180
H 1.2750 -0.8352 -1.6485
H -1.0068 1.1072 -0.7181
H -1.2229 -0.5244 3.3590
H 1.8187 0.2821 0.4024
*
```

- LUMO level (alpha / beta): 0.804 / -0.758 eV
- HOMO level (alpha / beta): -0.2996 / -0.2234 Ha
- Energy above the lowest of the compared OMol25 structures with the same formula, charge and spin: 7.501 eV

---

# 7
Entry from the Open Molecules 2025 dataset: the molecule C9H8N2O4 at a distorted geometry (the ωB97M-V functional and the def2-TZVPD basis).

```
! RIJCOSX wB97M-V def2-TZVPD def2/J DEFGRID3
* xyz 0 1
O -1.4749 -2.2430 -1.5374
O 2.3499 -0.0803 -1.5213
O -1.1390 -1.0908 0.3772
O 2.3856 -2.6032 0.6343
N -0.6717 -1.8666 -0.7052
N 1.0805 -0.6940 1.2651
C 1.4494 -1.8506 0.4698
C -1.5064 1.8223 1.4078
C 0.1062 0.7145 -0.5955
C 0.6068 -2.0395 -0.6884
C -1.0024 1.5980 -0.8778
C -1.8476 2.0823 0.0507
C -0.1205 -0.0907 0.7344
C 1.1751 0.5826 -1.4180
C -0.7181 0.7966 1.7292
H -1.8696 2.4561 2.1251
H 0.9044 1.1985 -2.1997
H 1.2066 -0.9871 2.2153
H -2.6131 2.7093 -0.1456
H 2.5319 -0.4121 -0.6525
H -1.2638 1.9698 -1.8115
H 0.9191 -2.6904 -1.5510
H -0.4882 0.7182 2.6951
*
```

- LUMO level: -0.331 eV
- HOMO level: -0.3190 Ha
- Energy above the lowest of the compared OMol25 structures with the same formula, charge and spin: 6.271 eV
- Structure (SMILES): O=C1C=[N+]([O-])O[C@@]2(C=CC=C/C2=C/O)N1

---

# 8
Entry from the Open Molecules 2025 dataset: a structure of composition C10H12BaN3O6S at a distorted geometry (the ωB97M-V functional and the def2-TZVPD basis).

```
! RIJCOSX wB97M-V def2-TZVPD def2/J DEFGRID3
* xyz -1 1
Ba -1.9660 1.0954 -1.4770
S 0.1980 -0.4307 -1.2047
O 0.5261 -0.7682 -2.5738
O -4.0764 3.9900 -2.1445
O -1.1316 -0.9325 -0.8422
O -0.7852 0.1028 1.8982
O -3.3191 2.0154 -2.8527
O -1.9753 1.5070 0.6641
N -5.4750 2.2202 -2.1901
N 0.3670 1.1245 -1.0262
N -5.4925 0.8463 -1.8589
C 2.2182 -2.3071 1.8052
C 1.1832 -1.9745 0.9402
C 4.6208 -2.1083 2.5673
C 3.5047 -1.8280 1.6005
C 3.7578 -1.0502 0.4746
C 0.3768 1.5133 0.3710
C -4.1896 2.7955 -2.3895
C -0.8885 0.9851 1.0495
C 1.4496 -1.1689 -0.1466
C 2.7358 -0.7199 -0.3932
H 5.4482 -2.6056 2.0607
H 0.1712 -2.2925 1.1294
H -6.2140 0.3738 -2.3990
H 5.0048 -1.1757 2.9843
H -6.0552 2.8218 -1.6047
H -5.6336 0.6927 -0.8606
H 2.0178 -2.9257 2.6681
H 4.2851 -2.7404 3.3861
H 0.4109 2.6040 0.4301
H 4.7601 -0.6856 0.3033
H 1.2655 1.1046 0.8769
H 2.9001 -0.0798 -1.2461
*
```

- LUMO level: 2.629 eV
- HOMO level: -0.1890 Ha
- Energy above the lowest of the compared OMol25 structures with the same formula, charge and spin: 3.920 eV